A cluster of 5 separate species, C28H59BO8 in total, computed with ωB97M-V/def2-TZVPD.

Calculated values
frontier orbital gap	8.79	eV
structure (SMILES)	CCCCCCCC1=C(B(C)O)C(=O)OC1=O.CCOCC.CCOCC.CCOCC.CCOCC
HOMO	-9.55	eV
E_tot	-47049.3956	eV

Geometry (Å):
C1 -4.7561 2.6353 3.5527
C2 -3.4948 2.6662 2.6631
C3 -3.7673 2.7655 1.1531
C4 -3.7443 1.4338 0.3737
C5 -4.3372 0.2265 1.1181
C6 -3.2343 -0.7669 1.5242
C7 -3.7380 -1.8121 2.5307
C8 -3.6484 -1.3492 3.9480
C9 -2.5732 -1.1188 4.7217
B1 -1.0292 -1.3318 4.4882
C10 -0.3121 -1.4543 3.0935
O1 -0.3038 -1.4534 5.6347
C11 -3.0993 -0.6124 6.0285
O2 -2.5437 -0.0103 6.8927
O3 -4.4739 -0.8398 6.0585
C12 -4.8705 -1.0700 4.7631
O4 -6.0098 -0.9717 4.4137
H1 -5.0231 1.6141 3.8265
H2 -5.6028 3.0287 2.9908
H3 -4.6191 3.2075 4.4663
H4 -2.9233 3.5518 2.9466
H5 -2.8545 1.8103 2.8816
H6 -2.9903 3.3990 0.7174
H7 -4.7056 3.2913 0.9671
H8 -2.7001 1.2166 0.1329
H9 -4.2457 1.5833 -0.5827
H10 -4.9011 0.5391 1.9957
H11 -5.0469 -0.2987 0.4773
H12 -2.9103 -1.2864 0.6211
H13 -2.4050 -0.1941 1.9318
H14 -4.7938 -1.9893 2.3074
H15 -3.2492 -2.7819 2.4243
H16 -0.7590 -2.2037 2.4397
H17 -0.2772 -0.4975 2.5690
H18 0.7304 -1.7457 3.2489
H19 0.6402 -1.3839 5.4583
C13 -9.1001 -2.3270 1.6780
C14 -8.0539 -1.2422 1.8690
O5 -7.7682 -0.5018 0.6940
C15 -8.8541 0.2005 0.1203
C16 -9.4807 1.2328 1.0422
H20 -8.7948 -3.0200 0.8924
H21 -9.2262 -2.8852 2.6060
H22 -10.0735 -1.9174 1.4041
H23 -7.1068 -1.6939 2.1564
H24 -8.3359 -0.5730 2.6876
H25 -9.6145 -0.4984 -0.2473
H26 -8.4364 0.6995 -0.7548
H27 -9.9238 0.7774 1.9283
H28 -10.2697 1.7712 0.5158
H29 -8.7307 1.9521 1.3745
C17 4.1032 0.3122 3.8163
C18 3.7018 -0.2467 2.4611
O6 2.7285 0.5262 1.7846
C19 3.0933 1.8654 1.4893
C20 4.3264 1.9903 0.6130
H30 3.2289 0.4189 4.4609
H31 4.8143 -0.3577 4.3008
H32 4.5757 1.2911 3.7329
H33 3.2461 -1.2287 2.5965
H34 4.5854 -0.3938 1.8299
H35 3.2155 2.4424 2.4130
H36 2.2304 2.2837 0.9709
H37 5.2186 1.5911 1.0969
H38 4.5174 3.0379 0.3800
H39 4.1881 1.4477 -0.3223
C21 6.2377 -1.8176 -0.7889
C22 5.6459 -0.8721 -1.8208
O7 6.3532 0.3459 -1.9578
C23 7.7091 0.2356 -2.3572
C24 7.9062 -0.4439 -3.7006
H40 6.2919 -1.3309 0.1862
H41 5.6157 -2.7090 -0.6997
H42 7.2437 -2.1416 -1.0575
H43 4.6389 -0.5892 -1.5115
H44 5.5496 -1.3734 -2.7909
H45 8.2982 -0.2660 -1.5806
H46 8.0703 1.2625 -2.4108
H47 7.5681 -1.4812 -3.6903
H48 8.9630 -0.4437 -3.9687
H49 7.3533 0.0795 -4.4819
C25 4.8882 -1.6029 -7.2721
C26 5.2776 -0.1760 -6.9254
O8 6.6205 0.1490 -7.2338
C27 6.9952 0.0429 -8.5950
C28 6.2016 0.9389 -9.5303
H50 5.5463 -2.3113 -6.7668
H51 3.8620 -1.7949 -6.9574
H52 4.9465 -1.7963 -8.3440
H53 5.1920 -0.0271 -5.8482
H54 4.5904 0.5354 -7.3973
H55 6.9444 -1.0002 -8.9277
H56 8.0464 0.3301 -8.6198
H57 5.1424 0.6796 -9.5486
H58 6.5831 0.8443 -10.5474
H59 6.2869 1.9820 -9.2231

=====

A structure of composition CuF24P4 in a non-equilibrium geometry, computed with ωB97M-V/def2-TZVPD.

Calculated values
energy relative to the best compared isomer or geometry (same formula, charge and spin)	2.5096	eV
frontier orbital gap (spin up / spin down)	12.79 / 9.13	eV
HOMO (spin up / spin down)	-7.09 / -7.08	eV
E_tot	-147039.5580	eV
total charge	-2
spin multiplicity	2

Geometry (Å):
Cu1 -4.3665 -0.8591 -1.6966
P1 -5.7930 -1.4432 -4.2059
F1 -4.3929 -2.2112 -3.7310
F2 -6.6740 -1.9866 -2.9467
F3 -5.3591 -0.1089 -3.2601
F4 -7.1983 -0.7883 -4.7155
F5 -4.9512 -0.8463 -5.3395
F6 -6.0651 -2.7917 -5.1722
P2 -5.9372 1.2859 -0.1768
F7 -6.8217 2.5038 -0.8081
F8 -5.0817 2.2184 0.8819
F9 -7.0882 0.9214 0.8819
F10 -5.0884 -0.0073 0.2992
F11 -6.6469 0.1843 -1.0796
F12 -4.8765 1.3239 -1.4324
P3 -4.2793 -3.4165 -0.0620
F13 -4.0493 -3.6343 -1.6788
F14 -3.3040 -4.5995 0.3798
F15 -3.2648 -2.1233 -0.0744
F16 -4.5964 -3.1239 1.5238
F17 -5.3444 -2.3614 -0.5525
F18 -5.6367 -4.3841 -0.0953
P4 -1.4717 -0.0715 -2.2821
F19 -0.4081 -0.5234 -3.4032
F20 -0.4415 -0.3744 -1.0474
F21 -1.0036 1.4597 -2.2391
F22 -2.6281 0.3399 -1.1986
F23 -2.6736 0.2717 -3.3425
F24 -2.2930 -1.4828 -2.2197